# 1
A structure of composition C4H6OS in a non-equilibrium geometry, computed with wB97M-V/def2-TZVPD.

## Properties
DFT total energy: -17126.4161 eV
HOMO-LUMO gap: 9.7 eV
Energy above the lowest of the compared OMol25 structures with the same formula, charge and spin: 165.3 kJ/mol

Structure (ORCA input):
```
! RIJCOSX wB97M-V def2-TZVPD def2/J DEFGRID3
* xyz 0 1
H 1.189 0.824 -0.418
C -0.515 1.039 1.457
C -0.331 -0.141 0.567
O 0.138 2.036 1.584
H -1.482 0.950 1.964
H -0.106 -1.791 -1.513
C 0.090 -0.667 -1.490
H 1.731 -0.818 -0.001
H -0.526 -0.975 1.267
H 0.451 -0.146 -2.383
S -1.489 -0.112 -0.758
C 0.850 -0.198 -0.276
*
```

---

# 2
An isolated molecule of C4H6OS in a non-equilibrium geometry, computed with wB97M-V/def2-TZVPD.

## Properties
DFT total energy: -17126.6349 eV
HOMO-LUMO gap: 9.1 eV
Energy above the lowest of the compared OMol25 structures with the same formula, charge and spin: 144.2 kJ/mol

Structure (ORCA input):
```
! RIJCOSX wB97M-V def2-TZVPD def2/J DEFGRID3
* xyz 0 1
H 1.333 -1.566 -0.682
H -0.838 2.244 -0.092
C 0.865 0.651 -0.221
H 2.546 -0.411 -1.266
C 1.740 -0.574 -0.558
H 2.724 0.656 0.949
H 1.322 -0.480 1.577
C 1.824 0.049 0.742
C -0.555 0.392 -0.101
O -1.378 1.426 -0.004
S -1.276 -1.036 0.067
H 1.108 1.624 -0.697
*
```